Entry from the Open Molecules 2025 dataset: one molecule with the formula CF3O2P (ωB97M-V/def2-TZVPD).

Geometry as ORCA input:
```
! wB97M-V def2-TZVPD RIJCOSX def2/J DEFGRID3
* xyz 0 1
O 2.771 0.515 0.629
P 1.402 0.130 0.883
O 0.530 0.593 -0.419
C -0.949 -0.197 -0.329
F -1.398 0.164 0.817
F -0.594 -1.469 -0.347
F -1.762 0.264 -1.235
*
```

The calculation puts the LUMO energy at -0.1 eV. The value obtained for the gap between HOMO and LUMO is 10.583 eV. The value obtained for the highest occupied orbital energy is -10.689 eV. The calculation puts the energy relative to the best compared isomer or geometry (same formula, charge and spin) at 0.968 eV.



Entry from the Open Molecules 2025 dataset: a 2-piece molecular cluster, CFNS overall (ωB97M-V/def2-TZVPD).

Geometry as ORCA input:
```
! wB97M-V def2-TZVPD RIJCOSX def2/J DEFGRID3
* xyz 0 1
C -0.931 -0.097 -0.026
N -1.990 0.310 0.003
F 2.458 0.758 -0.016
S 0.463 -0.971 0.039
*
```

The calculation puts the LUMO energy (alpha / beta) at -5.2 / -5.2 eV. The value obtained for the gap between HOMO and LUMO (alpha / beta) is 6.494 / 6.502 eV. The value obtained for the highest occupied orbital energy (alpha / beta) is -11.729 / -11.739 eV. The calculation puts the energy relative to the best compared isomer or geometry (same formula, charge and spin) at 3.314 eV.



Entry from the Open Molecules 2025 dataset: a 2-piece molecular cluster, CFO5S overall (ωB97M-V/def2-TZVPD).

Geometry as ORCA input:
```
! wB97M-V def2-TZVPD RIJCOSX def2/J DEFGRID3
* xyz -1 1
C 2.295 0.206 -0.177
O 2.400 1.252 -0.667
O 2.426 -0.829 0.264
O -0.077 -0.466 -0.952
O -0.136 -0.023 1.410
O -2.517 -0.258 -0.001
F -3.541 0.769 -0.170
S -0.849 -0.650 0.293
*
```

The calculation puts the LUMO energy at 3.6 eV. The value obtained for the gap between HOMO and LUMO is 8.709 eV. The value obtained for the highest occupied orbital energy is -5.102 eV. The calculation puts the energy relative to the best compared isomer or geometry (same formula, charge and spin) at 0.425 eV.



Entry from the Open Molecules 2025 dataset: CH10AlClN2O4P3 as an isolated structure (ωB97M-V/def2-TZVPD).

Geometry as ORCA input:
```
! wB97M-V def2-TZVPD RIJCOSX def2/J DEFGRID3
* xyz -1 1
N -1.751 1.645 -2.618
P -1.324 0.243 -1.951
Al -0.385 0.524 0.226
N -0.541 2.313 0.733
C 1.608 0.136 0.294
P 2.036 -1.534 0.592
O 0.996 -2.436 1.007
O 3.195 -1.504 1.690
O 2.729 -2.067 -0.737
P -1.744 -0.676 1.762
O -3.114 0.295 1.719
Cl -2.466 -2.365 0.727
H -2.735 1.626 -2.851
H -0.448 -0.492 -2.810
H -2.444 -0.610 -1.824
H 0.232 2.532 1.351
H -1.372 2.472 1.290
H 2.075 0.789 1.014
H 2.000 0.420 -0.672
H 3.718 -0.698 1.538
H 2.917 -1.315 -1.320
H -3.181 0.704 0.840
*
```

The calculation puts the LUMO energy at 2.7 eV. The value obtained for the gap between HOMO and LUMO is 6.646 eV. The value obtained for the highest occupied orbital energy is -3.983 eV.